1.
Here is a 2-piece molecular cluster, C5H11N overall at a distorted geometry from OMol25. Energies are from the ωB97M-V functional and the def2-TZVPD basis.

```
17
Properties=species:S:1:pos:R:3:nbo_charge:R:1
C -0.4531 -0.9675 0.4401 -0.52
H 3.2654 -0.3992 -1.0420 0.20
C -1.4112 -0.2572 -0.6020 -0.19
H -2.0943 -1.0382 -0.9354 0.20
C 2.2680 -0.5932 -0.6983 -0.32
N -2.1849 0.6722 0.2124 -0.88
H 2.3240 1.1532 0.5138 0.23
H -1.1403 -1.2519 1.2317 0.25
H 1.9655 -1.6191 -0.8130 0.20
H 0.3105 0.6219 1.7594 0.24
C 0.5885 -0.0412 0.9380 0.05
C 1.7441 0.2965 0.2059 -0.27
H -2.5140 1.3793 -0.4485 0.35
H -1.3197 1.2705 0.4978 0.32
H -0.4311 2.3655 0.3262 -0.25
H -0.8870 0.1847 -1.4519 0.18
H -0.0306 -1.7760 -0.1342 0.23
```

Summary:
**Energy above the lowest of the compared OMol25 structures with the same formula, charge and spin**: 605.37 kJ/mol
**Frontier orbital gap**: 5.4 eV
**HOMO energy**: -7.29 eV
**E_LUMO**: -1.9 eV

=====

2.
Here is C34H29Cl3FeGeN2O5P as an isolated structure from OMol25. Energies are from the ωB97M-V functional and the def2-TZVPD basis.

```
76
Properties=species:S:1:pos:R:3:lowdin_spin:R:1
O 2.9161 -1.8337 1.4181 0.16
H -1.0809 2.8365 -1.3015 0.00
C -2.4526 1.7776 -2.5758 0.00
H -5.1099 1.8510 3.3213 0.00
O 1.4295 -0.5681 3.2079 0.03
H -4.1815 1.3664 5.5653 0.00
C 2.9174 -0.8150 -4.0070 0.00
H -0.4702 -0.1449 -3.7886 0.00
C -3.5399 1.3366 4.6922 0.01
C -2.1579 -4.5643 -0.2510 0.00
C -0.3859 -4.1483 -1.8667 0.00
C 1.5484 -0.1797 -0.8243 0.00
H -2.4777 -0.9292 0.1633 0.00
C 1.6161 -0.1181 -2.0399 0.03
C -3.2382 1.5613 2.3141 0.01
P -0.6675 1.1346 1.0692 0.06
C -1.8860 1.2532 2.4384 0.02
H 0.4735 -0.6612 -5.2052 0.00
H -3.0593 -5.0824 0.0531 0.00
H 2.6806 1.8730 -3.5118 0.00
H -2.4209 2.5296 -3.3556 0.00
H 1.1395 -2.6996 -1.3301 0.00
H -2.5525 -3.4395 2.4459 0.00
C -0.8424 -2.2399 2.1430 0.00
H 2.8787 -1.8569 -3.6867 0.00
Ge 4.4518 -0.8328 0.1742 0.30
H -0.7967 -1.7179 3.0885 0.00
C -0.3668 -2.9566 0.1775 0.00
H 0.0491 -4.3800 -2.8309 0.00
C -2.4817 -0.1560 -0.5981 0.00
C 0.4222 -0.6818 -4.1110 0.00
H 1.8419 1.4918 -5.0358 0.00
C -1.5647 -4.8044 -1.4767 0.00
C -2.1921 1.0224 4.8253 0.00
C -1.7223 1.0003 -0.4113 0.01
N 0.0215 -2.0866 1.1854 0.02
O 3.4772 -3.4144 2.9101 0.02
Fe 1.4583 -0.3044 1.2003 3.10
Cl 6.0821 -1.1427 1.6417 0.09
C 0.1041 2.7520 1.0304 0.14
H -0.4033 6.1133 1.0195 0.02
H -3.6542 1.7780 1.3384 0.00
H 2.9586 -0.7814 -5.1017 0.00
C 2.2379 3.9630 1.1401 0.07
C 2.1937 1.4757 1.1645 0.01
C -3.2262 -0.3394 -1.7528 0.00
H 0.9176 1.9809 -3.5968 0.00
Cl 5.4001 0.8076 -1.1552 0.18
C -3.2206 0.6344 -2.7435 0.00
C 1.5421 2.7120 1.1054 0.11
C -0.5638 3.9658 1.0109 0.01
Cl 4.7709 -2.6143 -1.2059 0.13
C 1.5487 5.1404 1.1018 0.04
C -1.3709 0.9750 3.7096 0.01
H -3.7951 0.4914 -3.6511 0.00
C 2.8951 -2.4007 2.6048 0.01
H 3.8306 -0.3832 -3.5993 0.00
H 2.0987 6.0760 1.1199 0.00
H 0.3239 -1.7190 -3.7845 0.00
H -0.3292 0.6843 3.8125 0.00
C 0.1288 5.1706 1.0384 0.17
C 1.9768 -1.6500 3.6440 0.01
C -1.6979 1.9547 -1.4236 0.01
H -1.7770 0.7965 5.8000 0.00
H 3.3198 3.9472 1.1860 0.00
H -2.0159 -5.5237 -2.1499 0.00
H -3.7972 -1.2509 -1.8853 0.00
C 1.7878 1.4193 -3.9439 0.00
O 3.3834 1.1568 1.3337 0.18
C -4.0603 1.6040 3.4348 0.00
H -1.6505 3.9720 0.9777 0.00
C 0.2330 -3.2205 -1.0517 0.00
O 1.8119 -2.1349 4.7531 0.01
N -1.8130 -3.1485 1.8344 0.00
C -1.5301 -3.6313 0.5681 0.00
C 1.6852 -0.0489 -3.5093 0.00
```

Summary:
**Charge**: -2
**Energy above the lowest of the compared OMol25 structures with the same formula, charge and spin**: 195.72 kJ/mol
**Frontier orbital gap (spin up / spin down)**: 4.1 / 6.5 eV
**HOMO energy (spin up / spin down)**: -0.13 / -2.51 eV
**E_LUMO (spin up / spin down)**: 4.0 / 4.0 eV
**⟨S²⟩**: 8.968
**2S+1**: 6

=====

3.
Here is a 2-piece molecular cluster, C2H9N2O overall at a distorted geometry from OMol25. Energies are from the ωB97M-V functional and the def2-TZVPD basis.

```
14
Properties=species:S:1:pos:R:3:nbo_charge:R:1
H 3.6173 -1.2572 -0.7881 0.26
H 2.3316 0.4793 0.3348 0.45
C 2.6389 -0.9447 -1.1784 -0.46
N -2.2842 1.2439 0.8076 -0.79
C -1.9621 -0.0578 0.6945 0.55
H 2.0433 0.9647 -1.1479 0.43
H 2.1284 -1.8611 -0.8285 0.24
H 0.8653 -0.0297 -0.4914 0.49
H -1.6566 2.0208 0.6288 0.40
H 2.5871 -0.9026 -2.2537 0.24
H -3.2505 1.5133 0.7624 0.41
H -2.7695 -0.7047 1.0964 0.14
N 1.8714 0.1728 -0.5214 -0.68
O -0.8884 -0.5773 0.4570 -0.68
```

Summary:
**Charge**: +1
**Energy above the lowest of the compared OMol25 structures with the same formula, charge and spin**: 117.57 kJ/mol
**Frontier orbital gap**: 10.7 eV
**HOMO energy**: -14.14 eV
**E_LUMO**: -3.5 eV

=====

4.
Here is C38H97CdN6O14 as an isolated structure at a distorted geometry from OMol25. Energies are from the ωB97M-V functional and the def2-TZVPD basis.

```
156
Properties=species:S:1:pos:R:3:mulliken_charge:R:1
H 0.5452 -6.2824 4.6896 0.35
H 4.1737 -7.3561 5.5369 0.33
C -2.8668 4.5598 -6.5682 -0.97
C 1.0844 -4.7972 1.7397 -0.39
H -5.1463 1.7255 6.2040 0.32
C 1.0449 -5.5611 4.0418 -0.81
H 8.5393 0.7762 4.5217 0.34
H 6.2909 -2.4191 -3.3946 0.39
H -1.2249 5.4063 -5.5782 0.32
C 7.7641 1.4982 4.2696 -0.70
H -6.2082 3.7415 -1.2245 0.23
C -3.2190 4.0770 -4.1884 -0.83
H -0.4520 -1.1147 2.3358 0.30
H 6.1598 0.3983 3.3532 0.23
H -8.2386 -2.4428 -2.4162 0.33
H 0.1456 -1.0362 -1.9022 -0.09
H -3.4434 0.4980 -2.0936 0.19
C -4.1067 1.9231 6.4899 -0.74
H 0.9321 4.3166 3.3951 0.30
H -3.7209 3.2816 -2.2172 -0.04
H -0.6835 -2.3062 0.1748 0.01
O 0.0826 3.2287 1.9703 -0.13
H 6.7502 3.5385 6.1337 0.29
H 1.6105 -5.9968 -2.0928 0.28
H 5.2568 2.6448 6.0208 0.26
H 4.5515 0.4550 -0.0736 0.13
H 0.8138 -3.7858 2.0767 0.32
C 7.3086 -0.4805 -3.8591 -0.61
H 2.5290 -0.9622 -1.6963 -0.08
O 1.5111 -2.0361 -3.1452 -0.40
H 0.0141 2.1594 -7.7844 0.25
O 1.0662 -6.2295 -0.1104 -0.42
H 5.9598 -1.6335 -4.9482 0.35
H -4.6555 2.6447 -3.5130 0.23
H -1.0624 4.9450 1.7592 0.40
H 7.6246 0.5153 2.3252 0.46
H 8.9365 1.3441 -3.4690 0.35
H -1.1775 5.6889 -7.2960 0.39
C 9.0962 0.5117 -2.7756 -0.79
O 3.7516 1.2958 1.6774 -0.18
H -0.5917 0.1080 0.9605 0.19
C -3.8019 2.4187 4.2246 -0.37
H -4.4369 -4.6362 -0.2148 0.28
H -0.3530 4.2332 0.2795 0.55
H 5.9747 3.3597 4.5634 0.32
H 4.8553 -5.7064 5.5915 0.29
H 2.0685 3.3087 2.3615 -0.02
O -3.2711 1.7542 5.3586 -0.34
H -4.0072 3.4581 4.4976 0.41
H 0.6974 -6.6778 2.3896 0.36
C -0.5507 3.0829 -7.7915 -0.69
H 4.6786 -0.0724 -3.8678 0.23
N 0.5117 -5.7284 2.6994 -0.32
H 4.0738 -6.3877 7.0430 0.24
C 6.9897 1.0398 3.0395 -0.40
C -1.3880 4.9177 -6.5452 -0.43
H -8.0932 -0.7936 -1.7229 0.16
H 2.9035 -0.5675 2.1305 0.42
C 3.8630 -1.8432 -3.2101 -0.81
H -7.2529 -0.3627 0.5887 0.38
H -4.9381 -1.9233 0.0527 -0.09
H -3.5267 5.4305 -6.5626 0.44
O -3.9922 -4.2536 -0.9780 -0.63
H 1.9734 0.7448 2.5865 0.33
H -1.9610 -1.1896 -0.3392 0.24
H -2.4088 1.7412 -1.3187 -0.17
C 6.1511 -1.4533 -3.8775 -0.69
C 0.2492 -1.5286 -2.8841 -0.65
H -3.8082 1.1655 7.2113 0.25
H 0.8731 -4.5664 4.4623 0.28
C -2.5552 1.1257 -2.2143 0.49
H -5.8580 1.0580 1.9102 0.15
C 0.8217 -6.4508 -1.4858 -0.71
C -7.0564 3.0721 -1.0436 -0.74
Cd -3.3229 -3.4396 2.7540 0.99
H 0.7770 -7.5233 -1.6592 0.28
H -3.2735 -3.7168 -0.6060 0.12
H 2.1829 -4.7764 1.7418 0.29
H -0.0993 3.7560 -8.5302 0.30
H -4.7954 2.2989 -0.1024 0.12
H 5.2030 -0.1625 1.4223 0.35
C -2.1508 3.2319 0.9460 0.54
H -4.0598 2.9227 6.9285 0.27
H 2.1056 0.3078 0.8481 0.23
H -2.1552 4.2701 -3.9856 0.28
C 1.2261 3.9981 2.3940 -0.67
O -0.5274 3.8103 -6.5532 -0.32
H -0.5217 -2.2989 -2.9227 0.42
H -0.4509 -4.8456 0.2362 0.09
N 4.9458 -0.8534 -3.2800 -0.17
H -2.5700 3.7221 0.0616 0.24
C -5.5482 1.5031 -0.1172 0.34
O -8.2589 -2.3529 -0.3436 -0.39
O -2.6846 1.9165 -3.3619 -0.40
H -0.0800 -0.7374 -3.5738 0.50
C 2.6541 0.4503 1.7853 -0.89
N -6.3397 -0.6818 0.9162 -0.18
H -3.7429 5.0157 -4.0131 0.43
H -4.7093 1.9112 3.8771 0.20
C -1.5644 -1.7512 0.5119 0.28
H -2.6809 2.8088 -5.6237 0.31
H 5.5344 2.4613 2.8123 0.25
H -0.1180 -6.0276 -1.8575 0.28
N -3.1478 3.2400 2.0032 -0.17
C -3.6292 2.9491 -3.2623 0.17
C 4.0526 -6.3526 5.9569 -0.72
H -9.6360 -1.7246 -1.6492 0.24
O 2.7731 -5.8418 5.6115 -0.32
C -0.8516 4.0073 1.2313 -1.04
H 8.2289 2.4762 4.1040 0.36
O 7.9216 -0.2555 -2.6219 -0.28
H -1.8133 2.5737 3.5340 0.35
H 1.4945 4.8291 1.7383 0.36
H -7.3072 2.6378 -2.0195 0.27
H 9.8997 -0.1314 -3.1468 0.31
O -2.5451 -2.6170 1.0076 0.33
O -6.8025 2.1525 -0.0160 -0.48
H 2.3809 -0.1889 -3.2558 0.41
H -6.9288 -3.1792 0.9347 0.34
H 2.8179 -6.8228 3.8661 0.30
C -6.9567 -2.8061 -0.0934 -0.70
O 6.9339 1.6450 5.4135 -0.40
H 8.0143 -0.8955 -4.6056 0.40
H -6.0555 -1.1765 -1.1285 0.26
H -5.5023 0.8903 -1.0300 0.07
C 2.5686 -1.1586 -2.7758 -0.11
C -5.9758 -1.6483 -0.1401 0.08
C -5.4986 0.5011 1.0442 -0.16
C -2.7872 2.3241 3.0976 0.28
H -1.6536 0.5186 -2.2848 -0.19
N 6.3576 2.1666 2.3070 -0.28
H -2.7314 1.3110 2.6968 -0.69
H -3.0944 4.1028 -7.5383 0.34
H -1.9098 -0.2255 1.9582 0.11
H -1.9587 2.2011 0.6479 -0.69
H -1.5854 2.9545 -8.1026 0.30
H -4.4483 0.2039 1.1395 -0.30
H 0.9839 -4.1389 -0.3357 0.21
H 6.7787 1.4813 0.3181 0.40
C 5.9501 1.8067 0.9450 -1.26
N -3.3299 3.5911 -5.5731 -0.30
H 7.1140 0.4662 -4.3864 0.36
C 2.5533 -5.8133 4.2173 -0.29
H -7.9278 3.6572 -0.7557 0.32
H 9.3979 0.9409 -1.8226 0.24
C -8.5512 -1.7789 -1.6026 -0.56
H -3.2667 4.1555 2.4203 0.37
H 4.1219 -2.5969 -2.4716 0.38
C 0.6468 -4.9538 0.3193 -0.15
C 4.8277 0.7480 0.9458 -0.03
H 5.5742 2.7244 0.4881 0.41
H -6.6223 -3.6212 -0.7416 0.33
H 3.6779 -2.1998 -4.2301 0.37
C 6.1926 2.8411 5.4974 -0.70
H 3.1477 -5.0758 3.6691 0.30
C -1.0393 -0.7227 1.5084 -1.38
```

Summary:
**Charge**: +1
**Energy above the lowest of the compared OMol25 structures with the same formula, charge and spin**: 0.00 kJ/mol
**Frontier orbital gap**: 2.2 eV
**HOMO energy**: -9.99 eV
**E_LUMO**: -7.8 eV